# C4H11O3PPb

A molecular structure, C4H11O3PPb in a non-equilibrium geometry (ωB97M-V/def2-TZVPD, the Open Molecules 2025 dataset).

```
20
Properties=species:S:1:pos:R:3:forces:R:3:lowdin_charge:R:1
H -2.98151 -0.83840 0.90280 -2.3 -0.3 -2.5 -0.200
O -0.67403 0.77239 0.58444 -0.8 -0.2 0.5 -0.420
Pb -2.10238 -0.32351 2.33730 2.8 0.8 3.2 1.789
C 2.06285 -1.29419 0.40191 0.4 0.3 0.2 -0.066
C 1.56827 0.74376 -0.59188 -0.1 0.5 -0.2 -0.197
H 2.92375 -1.86465 0.75840 -0.3 0.1 0.1 0.111
H 1.65200 -1.78463 -0.49245 0.1 0.1 0.2 0.096
H 1.07228 1.57385 1.32746 -0.3 -0.2 -0.2 0.150
H -2.36967 1.41780 -0.49066 0.5 0.1 0.0 0.128
H -1.05190 0.86763 -1.52948 0.2 -0.3 0.3 0.140
H 1.02620 0.11052 -1.32212 0.1 0.1 0.2 0.126
P -2.23741 -0.99134 -0.35904 3.3 -2.4 -2.7 0.777
C 0.57854 1.48750 0.34980 1.8 0.6 0.2 -0.083
O -1.17467 -2.01343 0.00144 -1.9 1.8 0.6 -0.367
C -1.51185 0.71095 -0.54311 -2.1 -0.2 -0.3 -0.309
H -3.07120 -1.39341 -1.44068 -0.4 0.4 0.6 0.101
H 0.37394 2.51951 0.02504 -0.4 -0.5 -0.1 0.149
O 2.53870 0.02095 0.10291 -0.7 -0.5 -0.3 -0.149
H 1.27519 -1.21049 1.17652 0.2 -0.4 -0.1 0.070
H 2.10291 1.48919 -1.19861 -0.2 0.0 0.3 0.154
```
Positions in Å, forces in eV/Å.

Charge: +2
HOMO in hartree: -0.600
Energy in eV: -24983.3945
Frontier orbital gap in eV: 5.27

***

# C4H11O5

2 unconnected molecules or ions with the total composition C4H11O5 in a non-equilibrium geometry (ωB97M-V/def2-TZVPD, the Open Molecules 2025 dataset).

```
20
Properties=species:S:1:pos:R:3:forces:R:3:lowdin_charge:R:1
H 2.65712 1.69917 0.20065 -0.1 0.0 -0.2 0.147
C 2.31380 -0.76304 0.29674 -0.2 -0.2 -0.1 -0.046
H -1.16439 -1.93415 -2.73754 -0.1 0.0 0.0 0.179
O -0.45326 0.28914 -1.06345 -0.3 -0.6 -0.3 0.115
C -0.36921 1.08292 -0.12832 0.0 0.2 0.4 -0.551
H -1.63960 -0.80952 1.13830 0.0 0.0 -0.1 0.110
O 0.62378 1.93949 -0.02533 -0.1 -0.1 -0.5 0.095
H -1.24723 -0.79430 -1.51830 0.7 1.0 0.6 0.076
H -2.68145 0.35176 1.97006 0.0 0.1 0.0 0.110
H -2.60456 -1.56528 -2.14221 0.0 -0.1 -0.1 0.175
H -2.91345 0.09365 0.23193 0.0 0.0 0.0 0.098
C -2.17788 0.13184 1.03574 -0.2 0.0 0.0 0.006
H 3.21401 -1.12642 0.78777 0.1 0.1 0.0 0.100
C 1.76351 1.49230 0.78869 0.4 0.2 0.5 -0.154
H 1.63945 -1.60287 0.13285 0.0 0.0 0.1 0.088
O -1.65816 -1.66643 -1.94220 -0.3 -0.5 -0.3 0.260
O -1.25263 1.20917 0.82995 0.3 -0.2 0.0 0.067
O 1.64079 0.17704 1.14427 0.0 0.0 -0.1 -0.125
H 2.53705 -0.32437 -0.67601 0.1 0.0 0.0 0.099
H 1.77230 2.11991 1.67641 -0.2 -0.1 0.1 0.151
```
Positions in Å, forces in eV/Å.

Charge: +1
HOMO in hartree: -0.527
Energy in eV: -14555.7969
Frontier orbital gap in eV: 10.36

***

# C4H11OSi

2 unconnected molecules or ions with the total composition C4H11OSi in a non-equilibrium geometry (ωB97M-V/def2-TZVPD, the Open Molecules 2025 dataset).

```
17
Properties=species:S:1:pos:R:3:forces:R:3:mulliken_spin:R:1
Si -0.33004 0.57961 0.86757 0.0 -0.3 0.2 -0.004
H -2.26896 0.59700 -0.69218 0.0 -0.1 0.2 0.000
H -0.82376 1.22098 -1.47797 0.2 0.0 0.0 -0.002
H -0.28494 -1.09649 2.72830 0.1 0.1 -0.1 0.000
H -1.85971 -0.32859 2.61839 -0.2 0.2 0.0 0.000
C -1.38653 1.22143 -0.54516 0.4 -0.5 0.5 0.005
H 2.06674 1.03638 0.37381 0.0 0.0 -0.3 -0.001
H 1.42693 2.26410 1.44633 -0.1 0.2 -0.1 0.000
C 1.40899 1.19885 1.22559 -0.7 -0.4 -0.1 0.002
C 1.10050 -1.82832 -2.94427 1.8 -3.2 -5.4 0.760
H -1.42066 -1.58254 1.48001 -0.1 0.0 -0.2 0.000
H 0.38439 -2.07747 -3.74047 0.0 0.1 0.1 0.136
H 2.13309 -2.15916 -3.12331 0.0 0.1 0.1 0.140
H 1.84184 0.67821 2.07872 -0.1 -0.1 0.0 0.000
O 0.77600 -1.23856 -1.95182 -1.8 3.2 5.3 0.961
H -1.72991 2.24031 -0.37251 0.1 0.2 0.2 -0.001
C -1.03396 -0.72573 2.02896 0.6 0.5 -0.4 0.003
```
Positions in Å, forces in eV/Å.

2S+1: 3
Charge: +1
HOMO (alpha / beta) in hartree: -0.364 / -0.607
Energy in eV: -14240.2077
Frontier orbital gap (alpha / beta) in eV: 4.59 / 10.71
⟨S²⟩: 2.006

***

# C4H11P

C4H11P in the gas phase (ωB97M-V/def2-TZVPD, the Open Molecules 2025 dataset).

```
16
Properties=species:S:1:pos:R:3:forces:R:3:lowdin_charge:R:1
H -1.67337 -1.36750 -0.62557 0.0 0.1 0.0 -0.129
C -1.05784 0.75525 0.51846 -0.1 0.0 0.0 -0.514
H 0.40108 2.16026 -0.20487 0.0 0.0 -0.1 0.098
H -1.53290 1.66875 0.87820 0.0 0.0 0.0 0.055
C 0.15351 1.10893 -0.36391 0.0 0.1 0.1 -0.302
P -2.38139 -0.15782 -0.41707 0.1 -0.1 0.1 0.770
C 1.40245 0.28000 -0.07058 0.0 0.0 0.0 -0.281
H 0.61322 -1.59514 0.72906 -0.1 0.0 0.0 0.064
H -0.10223 1.02409 -1.42503 0.0 -0.1 0.0 0.090
C 1.19854 -1.22829 -0.11503 0.1 -0.1 0.0 -0.130
H 2.17460 0.55621 -0.79233 0.0 0.0 0.0 0.102
H 0.68482 -1.53904 -1.02684 0.0 0.0 0.0 0.063
H -0.74044 0.20138 1.40170 0.0 0.0 0.0 0.062
H 2.15977 -1.74336 -0.08907 0.0 0.0 0.0 0.068
H -3.08778 -0.69181 0.69112 0.0 0.1 0.0 -0.122
H 1.78796 0.56810 0.91179 0.0 0.0 0.0 0.106
```
Positions in Å, forces in eV/Å.

SMILES: CCCCP
HOMO in hartree: -0.341
Energy in eV: -13614.6533
Frontier orbital gap in eV: 10.43

***

# C4H11P3

C4H11P3 in the gas phase in a non-equilibrium geometry (ωB97M-V/def2-TZVPD, the Open Molecules 2025 dataset).

```
18
Properties=species:S:1:pos:R:3:forces:R:3:lowdin_charge:R:1
H -1.25600 2.08102 -0.37640 -2.6 2.3 -1.6 -0.170
H 0.97133 -1.46177 -1.22819 -0.3 -0.1 -1.1 -0.006
C 0.55195 -1.65695 -0.26796 1.6 -2.0 1.5 -0.716
H -3.33241 -0.15139 1.56696 0.3 1.0 -1.7 0.069
H -3.91543 -0.40273 -0.08314 -0.7 -1.0 -0.9 -0.005
H -3.51859 1.20538 0.28084 0.2 1.0 0.2 0.010
C -3.25278 0.19462 0.47147 3.8 -1.6 1.1 -0.112
H 2.38336 0.98245 -0.84818 -1.0 0.4 -1.9 -0.015
H 3.54121 0.46466 -0.02209 2.4 0.0 1.7 -0.006
C 2.67527 0.06790 -0.41101 -0.6 -2.2 -0.3 -0.360
H 1.07956 -2.64140 0.07430 -1.0 1.6 -0.7 0.058
P -1.27840 -1.81584 -0.13262 0.7 0.4 -0.2 0.858
C -1.51548 -0.19096 -0.05297 -5.1 0.7 1.8 -0.835
P 1.34369 -0.30136 0.78506 1.0 -1.8 0.3 0.639
H -0.42120 1.66046 1.19414 0.2 -0.3 -0.7 -0.051
H 2.89482 -0.87970 -1.01669 -0.2 1.9 0.3 0.071
P -0.35257 1.16669 -0.17625 0.7 0.2 1.5 0.648
H 1.99005 -1.25232 1.55233 0.8 -0.5 0.7 -0.079
```
Positions in Å, forces in eV/Å.

SMILES: CC1=PC[P@@H](C)=[PH2]1
HOMO in hartree: -0.291
Energy in eV: -32187.8233
Frontier orbital gap in eV: 7.82

***

# C4H11S

2 unconnected molecules or ions with the total composition C4H11S (ωB97M-V/def2-TZVPD, the Open Molecules 2025 dataset).

```
16
Properties=species:S:1:pos:R:3:forces:R:3:lowdin_charge:R:1
H 1.61575 0.66662 -1.68883 0.0 0.0 0.0 0.053
C 2.15863 1.30462 -0.98992 0.0 -0.1 0.1 -0.186
H -2.37789 -1.34629 -1.33984 0.0 0.0 0.0 0.040
H 1.52206 2.16757 -0.79012 0.0 0.1 0.0 0.053
H -2.51412 0.58565 0.27617 0.0 0.0 0.0 0.019
H 3.11009 -0.30925 0.09270 0.1 0.0 0.1 0.055
C -1.72196 -0.47640 -1.40950 0.0 0.0 -0.1 -0.259
S -0.93902 -1.00478 1.22493 0.0 0.0 0.0 0.078
H 1.54828 0.15643 0.74920 0.0 0.0 0.0 -0.012
H -0.86470 1.00792 -0.12022 0.0 0.0 0.0 0.011
C 2.46658 0.54876 0.30029 -0.1 -0.1 -0.1 -0.183
H 2.96806 1.18863 1.03046 0.0 0.0 0.0 0.053
H 3.07186 1.64358 -1.48564 0.0 0.1 0.0 0.047
H -2.14497 0.22139 -2.14709 0.0 0.0 0.0 0.045
H -0.76066 -0.82952 -1.78972 0.0 0.0 0.0 0.038
C -1.55382 0.15810 -0.03389 0.1 0.1 0.0 -0.853
```
Positions in Å, forces in eV/Å.

Charge: -1
HOMO in hartree: -0.082
Energy in eV: -15162.3546
Frontier orbital gap in eV: 6.21

***

# C4H12

2 unconnected molecules or ions with the total composition C4H12 in a non-equilibrium geometry (ωB97M-V/def2-TZVPD, the Open Molecules 2025 dataset).

```
16
Properties=species:S:1:pos:R:3:forces:R:3:mulliken_spin:R:1
C 0.99407 -2.27211 -0.18489 1.3 0.0 0.4 1.314
C -1.01921 1.50087 -0.44007 -1.7 1.2 -2.4 0.708
H -1.82650 1.47223 -1.24811 0.5 -0.1 1.2 -0.288
H 0.39095 2.98566 -1.16966 1.5 -0.2 -1.4 -0.488
H -1.18097 3.60356 -0.87592 0.7 -0.2 0.8 -0.231
H 1.08829 -1.26294 -0.63546 0.7 -0.4 0.5 -0.431
H -0.16388 -3.07832 1.44945 0.1 0.0 0.7 -0.251
H 0.32732 -2.71181 -0.88857 -0.9 -0.8 -0.3 -0.276
H -1.43515 1.26198 0.51640 -0.2 -0.4 0.5 -0.743
H 1.24216 -1.91640 1.95358 0.5 -1.2 0.4 -0.304
H -0.00327 3.11252 0.47143 0.0 0.6 0.3 -0.353
H -0.35994 0.79899 -0.84111 1.3 -1.5 0.2 0.521
C -0.40203 2.88539 -0.50749 -2.1 0.5 0.9 1.402
H -0.04760 -1.26475 1.33606 -1.2 -0.1 -0.1 0.206
H 1.92985 -2.89598 -0.19487 -0.6 0.9 -0.4 -0.180
C 0.46591 -2.21889 1.25923 0.1 1.6 -1.3 0.391
```
Positions in Å, forces in eV/Å.

2S+1: 2
Charge: -1
HOMO (alpha / beta) in hartree: 0.057 / -0.279
Energy in eV: -4340.1787
Frontier orbital gap (alpha / beta) in eV: 2.85 / 12.15
⟨S²⟩: 0.750